(1)
Below is a structure of composition C3H7N3, with properties calculated with ωB97M-V/def2-TZVPD.

XYZ file:
```
13
Properties=species:S:1:pos:R:3:nbo_charge:R:1
C 0.8984 -0.5186 -0.2496 -0.303
N 0.5221 0.7547 -0.7174 -0.109
N 0.0960 1.3952 0.3500 -0.282
N -1.4578 -0.7021 -1.3370 -1.195
C 0.2730 0.6990 1.5265 -0.081
C 0.8900 -0.4618 1.2048 -0.245
H -0.4275 2.2485 0.2287 0.415
H -1.0209 -0.2933 -2.1691 0.335
H -2.4081 -0.8867 -1.6689 0.357
H -0.2811 -1.1879 -0.7432 0.402
H 1.7750 -0.9056 -0.7606 0.248
H -0.1107 1.0756 2.4577 0.226
H 1.2515 -1.2169 1.8781 0.234
```

Orbital gap (alpha / beta) (eV): 8.40 / 8.40

(2)
Below is an isolated molecule of C3H7N3, with properties calculated with ωB97M-V/def2-TZVPD.

XYZ file:
```
13
Properties=species:S:1:pos:R:3:nbo_charge:R:1
N 2.9323 1.3431 -0.8497 -0.353
C 1.9621 0.7762 -0.5351 0.249
C 0.7601 0.1005 0.2664 -0.102
N 0.7096 -1.3212 0.2464 -0.857
C -0.6747 0.6630 -0.1278 -0.224
N -1.7330 -0.3512 -0.2296 -0.854
H 1.0689 0.5063 1.2334 0.203
H -0.2265 -1.7009 0.1332 0.410
H 1.3198 -1.8269 0.8649 0.380
H -0.9601 1.4284 0.6025 0.197
H -0.5619 1.1532 -1.0921 0.206
H -2.4393 -0.2613 0.4940 0.370
H -2.2193 -0.2928 -1.1178 0.375
```

SMILES: N#C[C@H](N)CN
Orbital gap (eV): 10.18

(3)
Below is an isolated molecule of C3H7N3, with properties calculated with ωB97M-V/def2-TZVPD.

XYZ file:
```
13
Properties=species:S:1:pos:R:3:nbo_charge:R:1
N 2.7965 1.3193 -0.7057 -0.318
C 1.8489 0.8306 -0.2576 0.277
C 0.6824 0.1555 0.3308 -0.219
N 0.7498 -1.3010 0.2211 -0.904
C -0.6311 0.6326 -0.3563 -0.215
N -1.7147 -0.1572 0.2217 -0.851
H 0.7857 -0.0814 1.3996 0.292
H -0.1464 -1.7152 0.3972 0.408
H 1.5916 -1.7721 0.0020 0.396
H -0.7776 1.7183 -0.2740 0.192
H -0.5623 0.4042 -1.4344 0.209
H -2.2109 0.3787 0.9138 0.364
H -2.4118 -0.4124 -0.4580 0.369
```

SMILES: N#C[C@H](N)CN
Orbital gap (eV): 9.61

F_max in eV/A, matching the order above: 3.9 2.1 3.4